No. 1
{"formula": "C15H36AsCl3GeN4O4PPt", "method": "the ωB97M-V functional and the def2-TZVPD basis", "species": ["Pt", "Cl", "Ge", "Cl", "Cl", "C", "C", "O", "P", "O", "C", "C", "O", "C", "C", "H", "H", "H", "H", "H", "H", "H", "H", "H", "H", "H", "H", "H", "H", "H", "C", "N", "C", "N", "C", "N", "C", "N", "C", "C", "H", "H", "H", "H", "H", "H", "H", "H", "H", "H", "H", "H", "C", "As", "C", "C", "O", "H", "H", "H", "H", "H", "H", "H", "H", "H"], "coordinates": [[0.078, 0.433, 0.312], [0.155, -0.418, -2.066], [1.981, -1.430, -0.948], [3.806, -2.526, -0.431], [2.509, 0.510, 0.171], [-4.879, 1.451, -1.134], [-3.401, 1.155, -1.166], [-3.142, -0.054, -0.392], [-2.039, -0.214, 0.710], [-2.513, 0.454, 2.037], [-3.832, 0.186, 2.636], [-4.417, 1.496, 3.099], [-2.144, -1.749, 1.001], [-2.283, -2.766, -0.048], [-3.718, -3.224, -0.138], [-5.088, 2.344, -1.723], [-5.224, 1.612, -0.112], [-5.439, 0.618, -1.563], [-2.834, 1.982, -0.743], [-3.058, 0.968, -2.182], [-3.670, -0.502, 3.461], [-4.472, -0.291, 1.894], [-3.738, 2.000, 3.787], [-5.360, 1.308, 3.615], [-4.613, 2.150, 2.249], [-1.626, -3.582, 0.241], [-1.934, -2.362, -0.998], [-4.077, -3.552, 0.839], [-3.790, -4.058, -0.836], [-4.359, -2.418, -0.491], [-0.979, 3.242, 1.125], [-1.130, 4.660, 0.939], [0.160, 5.321, 1.186], [1.165, 4.813, 0.244], [1.339, 3.395, 0.419], [0.034, 2.682, 0.159], [-0.402, 3.026, -1.241], [-0.559, 4.449, -1.392], [-1.558, 4.944, -0.436], [0.731, 5.103, -1.128], [-1.936, 2.747, 0.964], [-0.642, 3.041, 2.140], [0.479, 5.121, 2.209], [0.048, 6.394, 1.049], [1.658, 3.187, 1.440], [2.094, 3.035, -0.276], [-1.343, 2.527, -1.448], [0.352, 2.663, -1.939], [-2.517, 4.458, -0.627], [-1.677, 6.018, -0.559], [0.633, 6.178, -1.257], [1.473, 4.724, -1.832], [2.600, -1.674, 3.083], [1.270, -2.632, 2.102], [-0.250, -2.766, 3.250], [1.848, -4.402, 1.667], [0.865, -1.736, 0.675], [2.799, -2.216, 4.007], [2.214, -0.684, 3.314], [3.517, -1.594, 2.504], [0.102, -3.226, 4.174], [-1.019, -3.390, 2.805], [-0.657, -1.779, 3.454], [2.023, -4.933, 2.603], [2.766, -4.358, 1.093], [1.075, -4.907, 1.093]], "mulliken_charge": [1.285, -0.339, 0.484, -0.311, -0.342, -1.408, 0.771, 0.264, -0.999, -0.130, -0.103, -1.323, 0.207, -0.024, -1.312, 0.436, 0.236, 0.377, -0.661, 0.411, 0.319, 0.298, 0.334, 0.435, 0.255, 0.305, 0.307, 0.316, 0.457, 0.234, -0.530, 0.148, -0.709, 0.121, -0.793, 0.731, -0.460, 0.149, -0.652, -0.735, 0.080, 0.198, 0.339, 0.340, 0.227, 0.373, 0.088, 0.238, 0.276, 0.315, 0.320, 0.357, -1.048, 0.417, -0.964, -0.995, 0.057, 0.457, 0.357, 0.340, 0.564, 0.300, 0.216, 0.423, 0.328, 0.349], "largest_force_ev_per_a": 2.0, "gap_ha": [0.2520, 0.2228], "s2": 0.756, "e_tot_ha": -7266.6668, "relative_energy_kcal_mol": 32.7, "spin_multiplicity": 2, "charge": 2}


No. 2
{"formula": "C6H9N", "method": "the ωB97M-V functional and the def2-TZVPD basis", "species": ["C", "C", "C", "C", "N", "C", "C", "H", "H", "H", "H", "H", "H", "H", "H", "H"], "coordinates": [[-0.665, -0.397, 1.147], [0.758, -0.530, 0.751], [1.181, 0.620, -0.074], [-0.165, 1.472, -0.089], [-1.144, 0.386, 0.019], [-0.706, -0.569, -1.048], [0.765, -0.633, -0.694], [-1.213, -1.368, 1.096], [-0.791, 0.169, 2.012], [1.377, -1.143, 1.396], [2.155, 1.091, -0.137], [-0.234, 2.161, 0.656], [-0.279, 1.913, -1.037], [-1.159, -0.204, -1.971], [-1.260, -1.526, -0.820], [1.381, -1.440, -1.209]], "mulliken_charge": [-0.629, -0.320, -0.260, -0.715, -0.458, -0.706, -0.046, 0.295, 0.355, 0.402, 0.401, 0.391, 0.330, 0.320, 0.288, 0.353], "smiles": "C1[C@H]2[C@H]3CN1C[C@@H]23", "largest_force_ev_per_a": 4.8, "gap_ha": 0.3789, "e_tot_ha": -288.7020, "relative_energy_kcal_mol": 50.3, "spin_multiplicity": 1}


No. 3
{"formula": "C44H32F9FeN5OP", "method": "the ωB97M-V functional and the def2-TZVPD basis", "species": ["Fe", "C", "C", "N", "N", "C", "O", "C", "C", "C", "C", "C", "C", "C", "C", "C", "C", "C", "N", "H", "H", "H", "H", "H", "H", "H", "H", "H", "H", "H", "H", "N", "C", "C", "C", "C", "C", "C", "C", "C", "N", "C", "H", "H", "H", "H", "H", "H", "H", "H", "F", "C", "F", "F", "C", "C", "C", "C", "C", "C", "P", "C", "C", "C", "C", "C", "C", "C", "F", "F", "F", "C", "C", "C", "C", "C", "C", "C", "F", "F", "F", "H", "H", "H", "H", "H", "H", "H", "H", "H", "H", "H", "H"], "coordinates": [[-0.353, -0.063, -0.152], [3.327, 1.260, 1.405], [1.896, 0.968, 1.102], [1.481, 0.343, 0.057], [2.327, -0.131, -0.899], [1.618, -0.815, -1.800], [0.354, -0.990, -1.729], [2.331, -1.341, -2.987], [3.712, -1.208, -3.121], [4.344, -1.684, -4.258], [3.604, -2.293, -5.264], [2.229, -2.429, -5.133], [1.592, -1.955, -3.997], [0.792, 1.446, 1.946], [1.000, 2.269, 3.045], [-0.088, 2.716, 3.775], [-1.357, 2.308, 3.400], [-1.485, 1.481, 2.298], [-0.453, 1.065, 1.564], [3.962, 0.739, 0.694], [3.587, 0.947, 2.417], [3.525, 2.333, 1.332], [4.276, -0.729, -2.334], [5.416, -1.581, -4.361], [4.100, -2.660, -6.152], [1.653, -2.901, -5.919], [0.521, -2.046, -3.882], [2.005, 2.561, 3.313], [0.055, 3.365, 4.628], [-2.237, 2.615, 3.946], [-2.459, 1.113, 2.005], [-0.081, -1.725, 0.985], [-1.359, -2.100, 1.542], [-1.548, -2.793, 2.700], [-2.854, -3.181, 3.078], [-3.924, -2.932, 2.265], [-3.748, -2.218, 1.055], [-4.770, -1.982, 0.103], [-4.466, -1.325, -1.053], [-3.169, -0.799, -1.227], [-2.213, -0.941, -0.342], [-2.468, -1.735, 0.744], [0.218, -2.421, 0.302], [0.636, -1.672, 1.702], [-0.702, -3.082, 3.311], [-2.993, -3.723, 4.003], [-4.912, -3.283, 2.532], [-5.773, -2.345, 0.291], [-5.208, -1.161, -1.821], [-2.932, -0.211, -2.106], [3.384, 6.519, 1.016], [2.272, 6.826, 0.330], [1.500, 7.579, 1.129], [2.641, 7.595, -0.707], [1.546, 5.591, -0.135], [0.197, 5.668, -0.443], [-0.475, 4.543, -0.896], [0.190, 3.328, -1.052], [1.551, 3.270, -0.730], [2.227, 4.394, -0.286], [-0.683, 1.796, -1.570], [-2.377, 2.424, -1.869], [-3.348, 2.256, -0.889], [-4.621, 2.777, -1.047], [-4.935, 3.474, -2.204], [-3.978, 3.664, -3.189], [-2.703, 3.146, -3.017], [-6.339, 3.991, -2.375], [-6.453, 4.817, -3.420], [-7.202, 2.976, -2.564], [-6.749, 4.655, -1.282], [-0.096, 1.394, -3.265], [-0.964, 0.748, -4.147], [-0.528, 0.312, -5.384], [0.796, 0.501, -5.753], [1.675, 1.126, -4.889], [1.229, 1.569, -3.651], [1.246, 0.044, -7.114], [0.772, -1.181, -7.397], [2.580, -0.005, -7.214], [0.799, 0.874, -8.075], [-0.334, 6.603, -0.323], [-1.531, 4.625, -1.112], [2.100, 2.344, -0.830], [3.282, 4.336, -0.050], [-3.112, 1.695, 0.003], [-5.370, 2.639, -0.277], [-4.223, 4.220, -4.084], [-1.959, 3.316, -3.784], [-1.999, 0.582, -3.877], [-1.214, -0.184, -6.058], [2.710, 1.261, -5.171], [1.939, 2.045, -3.000]], "mulliken_charge": [-0.545, -2.132, 0.747, 1.981, -1.488, -0.493, -0.524, 0.657, -0.225, -0.870, -0.426, -0.787, -0.330, 1.349, -1.140, -0.649, -1.164, -0.082, 0.481, 0.364, 0.536, 0.293, 0.489, 0.424, 0.454, 0.431, 0.520, 0.532, 0.467, 0.478, 0.412, -0.122, -0.273, -0.678, -0.820, -0.835, 0.650, -0.862, -1.330, -0.010, 0.972, 0.283, 0.401, 0.403, 0.467, 0.422, 0.455, 0.457, 0.496, 0.598, -0.271, 0.854, -0.271, -0.249, 0.001, -1.344, -0.622, 0.931, -0.756, -1.784, 4.169, -0.877, -0.104, -1.000, 0.273, -0.929, -0.420, 0.759, -0.276, -0.251, -0.259, -0.226, -0.071, -1.626, 0.538, -0.952, -0.437, 0.792, -0.247, -0.261, -0.276, 0.478, 0.417, 0.667, 0.564, 0.349, 0.482, 0.526, 0.603, 0.331, 0.489, 0.489, 0.362], "largest_force_ev_per_a": 0.6, "gap_ha": 0.2790, "e_tot_ha": -4548.7864, "relative_energy_kcal_mol": 6.2, "spin_multiplicity": 1, "charge": 1}